No. 1
{
  "formula": "C4H16O4",
  "method": "ωB97M-V with the def2-TZVPD basis set",
  "de_lowest_ev": 2.611,
  "energy_ha": -462.8660,
  "homo_energy_ev": -10.47,
  "multiplicity": 1,
  "smiles": "CC[C@H](C)O.O.O.O",
  "total_charge": 0,
  "orbital_gap_ev": 10.7,
  "symbols": ["C", "C", "C", "C", "O", "H", "H", "H", "H", "H", "H", "H", "H", "H", "H", "O", "H", "H", "O", "H", "H", "O", "H", "H"],
  "coordinates": [[-0.7566, 1.6717, -0.2017], [0.1029, 0.4127, -0.3469], [-0.1823, -0.1565, -1.7377], [-0.2631, -1.6517, -1.8460], [1.0126, 0.1327, -2.6003], [-0.4192, 2.4961, -0.7759], [-0.6294, 2.2700, 0.7161], [-1.8571, 1.3818, -0.4338], [1.1766, 0.2067, -0.1234], [-0.5149, -0.2449, 0.2956], [-0.9847, 0.3335, -2.2574], [-0.6756, -2.1185, -1.0379], [-0.8816, -2.0950, -2.7887], [0.7525, -1.9023, -1.9545], [1.4222, 1.0665, -2.3046], [1.0622, -2.4186, 6.1129], [0.8736, -3.1992, 5.5001], [0.6625, -1.7256, 5.5717], [2.1210, -1.3406, -4.8143], [2.0956, -0.5625, -4.2148], [2.1468, -2.1775, -4.4409], [-1.9612, 3.4721, 4.2223], [-1.8621, 3.6026, 5.2020], [-2.4407, 2.5464, 4.2582]],
  "forces_ev_per_a": [[-0.17, 0.79, 0.75], [-2.34, -1.80, 0.12], [2.07, 0.36, -1.47], [-1.43, -0.03, -3.78], [0.91, 3.42, 1.42], [0.04, 0.52, -1.92], [-0.58, -1.19, 0.65], [1.99, 0.83, 0.56], [-0.79, 1.10, 0.12], [0.91, -0.27, 0.19], [-0.66, 0.31, 0.20], [-1.07, -1.11, 2.39], [1.61, 1.43, 1.98], [1.20, -1.08, -0.13], [-1.60, -3.10, -0.99], [-0.71, -1.55, -1.83], [0.58, 1.23, 1.49], [0.13, 0.32, 0.33], [0.12, 3.22, -1.97], [-0.26, -1.64, 0.07], [0.06, -1.76, 1.81], [-1.43, -2.92, 1.79], [0.06, 0.20, -1.31], [1.37, 2.71, -0.49]],
  "nbo_charge": [-0.619, -0.458, 0.104, -0.624, -0.780, 0.204, 0.227, 0.216, 0.236, 0.204, 0.179, 0.204, 0.214, 0.227, 0.469, -0.927, 0.465, 0.462, -0.977, 0.505, 0.469, -0.931, 0.467, 0.465]
}


No. 2
{
  "formula": "C13H13FN2O3",
  "method": "ωB97M-V with the def2-TZVPD basis set",
  "de_lowest_ev": 0.000,
  "energy_ha": -938.2787,
  "homo_energy_ev": -8.67,
  "multiplicity": 1,
  "smiles": "Cc1c(CCO)c(=O)[nH]n1C(=O)c1ccc(F)cc1",
  "total_charge": 0,
  "orbital_gap_ev": 9.0,
  "symbols": ["C", "C", "C", "C", "C", "O", "C", "O", "N", "N", "C", "O", "C", "C", "C", "C", "F", "C", "C", "H", "H", "H", "H", "H", "H", "H", "H", "H", "H", "H", "H", "H"],
  "coordinates": [[0.3396, 1.1057, 0.0961], [0.2401, -0.0334, -0.8526], [0.7909, -0.1506, -2.0846], [1.6564, 0.7929, -2.8461], [3.1429, 0.4778, -2.5979], [3.5433, 0.7277, -1.2725], [0.4947, -1.4881, -2.6092], [0.7965, -2.0048, -3.6619], [-0.2511, -2.0696, -1.6167], [-0.4364, -1.2127, -0.5485], [-1.0692, -1.7086, 0.5672], [-1.3372, -2.8921, 0.6310], [-1.4607, -0.7383, 1.6250], [-0.9894, -0.9049, 2.9227], [-1.4154, -0.0613, 3.9318], [-2.3370, 0.9256, 3.6285], [-2.7576, 1.7491, 4.6056], [-2.8463, 1.0880, 2.3516], [-2.4019, 0.2488, 1.3469], [-0.6084, 1.6323, 0.1939], [0.6418, 0.7608, 1.0824], [1.0882, 1.8011, -0.2701], [1.4440, 1.8299, -2.5766], [1.4591, 0.6519, -3.9098], [3.3184, -0.5860, -2.7674], [3.7580, 1.0517, -3.3039], [3.5153, 1.6775, -1.1115], [-0.6008, -3.0135, -1.5386], [-0.2847, -1.6939, 3.1348], [-1.0535, -0.1655, 4.9421], [-3.5794, 1.8556, 2.1604], [-2.8002, 0.3471, 0.3478]],
  "forces_ev_per_a": [[0.00, 0.07, -0.03], [0.30, 0.18, -0.47], [-0.10, 0.19, 0.25], [0.31, -0.30, 0.27], [-0.22, 0.10, -0.53], [0.03, 0.18, 0.50], [-0.24, 0.24, 0.47], [0.19, -0.15, -0.38], [-0.27, -0.41, 0.20], [-0.02, -0.20, -0.26], [0.02, -0.16, -0.04], [0.03, 0.03, 0.02], [-0.20, 0.01, 0.11], [-0.06, 0.03, -0.22], [-0.10, 0.15, 0.06], [0.05, -0.07, -0.13], [0.03, -0.08, -0.08], [-0.01, 0.07, 0.19], [0.13, -0.19, 0.14], [0.04, 0.03, 0.05], [0.02, 0.08, 0.06], [0.04, 0.00, -0.03], [0.02, 0.04, -0.09], [-0.05, 0.10, -0.04], [0.00, 0.08, -0.08], [-0.03, -0.11, 0.03], [0.06, -0.08, -0.04], [0.05, 0.13, 0.03], [0.06, -0.09, 0.04], [0.03, 0.01, 0.11], [-0.08, 0.08, 0.01], [-0.02, 0.03, -0.11]],
  "nbo_charge": [-0.650, 0.225, -0.158, -0.453, -0.052, -0.716, 0.621, -0.622, -0.434, -0.243, 0.661, -0.577, -0.157, -0.147, -0.280, 0.410, -0.317, -0.284, -0.164, 0.232, 0.238, 0.231, 0.204, 0.244, 0.193, 0.162, 0.459, 0.441, 0.232, 0.237, 0.237, 0.226]
}


No. 3
{
  "formula": "C36H62LaN8O6",
  "method": "ωB97M-V with the def2-TZVPD basis set",
  "de_lowest_ev": 0.000,
  "energy_ha": -2330.0625,
  "homo_energy_ev": [-9.84, -9.86],
  "multiplicity": 1,
  "total_charge": 1,
  "orbital_gap_ev": [5.8, 5.8],
  "symbols": ["La", "C", "C", "C", "C", "C", "C", "C", "N", "C", "C", "C", "C", "C", "C", "O", "C", "C", "C", "C", "C", "C", "C", "C", "C", "O", "C", "C", "C", "C", "C", "C", "H", "H", "H", "H", "H", "H", "H", "H", "H", "H", "H", "H", "H", "H", "H", "H", "H", "H", "H", "H", "H", "H", "H", "H", "H", "H", "H", "H", "H", "H", "H", "H", "H", "H", "H", "H", "H", "H", "H", "H", "C", "O", "C", "O", "N", "N", "H", "H", "H", "H", "H", "H", "N", "N", "C", "O", "O", "H", "H", "H", "C", "N", "C", "C", "N", "N", "C", "C", "H", "H", "H", "H", "H", "H", "H", "H", "H", "H", "H", "H", "H"],
  "coordinates": [[1.0098, -1.4870, -0.9025], [-1.2748, 0.2791, 6.5330], [-0.6682, 1.3321, 5.5914], [0.4185, 2.1263, 6.3349], [-1.7698, 2.3073, 5.1737], [-0.0452, 0.6311, 4.3930], [-0.4146, 0.8757, 3.1093], [0.1906, 0.1713, 2.0270], [0.0688, 0.4267, 0.7200], [-0.4803, 1.4953, 0.1236], [-0.8667, 2.7281, 0.7242], [-1.5508, 3.6653, 0.0166], [-1.9063, 3.3642, -1.3370], [-1.4996, 2.2529, -2.0149], [-0.6539, 1.3180, -1.3174], [-0.0896, 0.3396, -1.8963], [-1.9157, 1.9781, -3.4628], [-2.8566, 3.0612, -3.9936], [-0.6909, 1.9187, -4.3913], [-2.6679, 0.6344, -3.5077], [-1.9722, 5.0097, 0.5918], [-3.5064, 5.1193, 0.5494], [-1.5201, 5.1722, 2.0434], [-1.3521, 6.1403, -0.2449], [1.0488, -0.9860, 2.3180], [1.3749, -1.7731, 1.3815], [1.5347, -1.1334, 3.6721], [0.9927, -0.3286, 4.6284], [2.6281, -2.1563, 3.9863], [3.0489, -2.0835, 5.4553], [3.8675, -1.8512, 3.1223], [2.1385, -3.5887, 3.7082], [-1.7598, 0.7701, 7.3782], [-2.0214, -0.3203, 6.0087], [-0.5138, -0.3937, 6.9302], [-0.0263, 2.6489, 7.1830], [1.2085, 1.4789, 6.7176], [0.8721, 2.8669, 5.6736], [-2.1807, 2.7929, 6.0592], [-1.3742, 3.0895, 4.5223], [-2.5873, 1.7947, 4.6624], [-1.2109, 1.5671, 2.8863], [-0.5482, 2.9256, 1.7355], [-2.5047, 4.0995, -1.8548], [-2.3710, 4.0388, -4.0147], [-3.1506, 2.8116, -5.0134], [-3.7663, 3.1276, -3.3934], [-0.1031, 2.8356, -4.3116], [-0.0518, 1.0741, -4.1416], [-1.0208, 1.8140, -5.4277], [-3.5322, 0.6626, -2.8406], [-3.0280, 0.4414, -4.5212], [-2.0157, -0.1847, -3.2056], [-3.9673, 4.2841, 1.0801], [-3.8231, 6.0481, 1.0263], [-3.8863, 5.1254, -0.4729], [-1.9593, 4.4007, 2.6797], [-0.4321, 5.1306, 2.1295], [-1.8481, 6.1407, 2.4213], [-1.6970, 6.1140, -1.2794], [-1.6306, 7.1080, 0.1755], [-0.2630, 6.0669, -0.2469], [1.3290, -0.4399, 5.6497], [3.4558, -1.1016, 5.7064], [2.2151, -2.3058, 6.1243], [3.8286, -2.8231, 5.6376], [4.1898, -0.8167, 3.2683], [4.6912, -2.5045, 3.4141], [3.6642, -2.0248, 2.0666], [1.2421, -3.8081, 4.2927], [1.9154, -3.7284, 2.6545], [2.9158, -4.2999, 3.9940], [-2.5897, -4.5282, 1.1160], [-1.5694, -5.1799, 0.3383], [-0.7190, -4.3872, -0.2905], [-0.7906, -3.1596, -0.2871], [0.2114, -5.0917, -0.9662], [1.2288, -4.3998, -1.6129], [-3.2543, -5.3199, 1.4424], [-3.1251, -3.8014, 0.5098], [-2.1420, -4.0294, 1.9736], [0.2242, -6.0946, -0.8694], [1.2282, -4.5957, -2.6032], [2.1442, -4.5900, -1.2230], [3.0807, 0.2129, -0.1712], [4.2277, -0.4854, -0.6353], [4.1529, -1.8824, -0.8695], [5.1854, -2.5168, -0.8205], [2.9778, -2.3199, -1.1848], [3.1098, 1.1512, -0.5490], [3.1051, 0.2910, 0.8416], [5.1116, -0.2273, -0.2228], [2.4706, -0.9229, -4.0034], [1.5288, -1.5664, -4.9069], [2.1318, -2.0313, -6.1497], [0.3717, -2.0979, -4.4322], [0.1447, -2.2032, -3.1545], [-0.5249, -2.5191, -5.3987], [-1.6223, -3.3781, -5.0055], [-0.8503, -1.6179, -6.4998], [3.1646, -0.3335, -4.5990], [3.0396, -1.6512, -3.4229], [1.9424, -0.2453, -3.3289], [3.0521, -2.5802, -5.9296], [2.3874, -1.1847, -6.7897], [1.4585, -2.6904, -6.6863], [-0.8150, -2.4979, -2.9930], [-2.4682, -2.8215, -4.5802], [-1.2831, -4.1219, -4.2856], [-1.9789, -3.9039, -5.8910], [-0.0904, -0.8472, -6.5913], [-1.8131, -1.1290, -6.3165], [-0.9177, -2.1683, -7.4399]],
  "forces_ev_per_a": [[-1.93, 0.08, -0.05], [0.03, 0.05, -0.05], [-0.04, 0.04, 0.07], [-0.06, -0.05, -0.05], [0.08, -0.07, 0.01], [-0.13, 0.14, -0.15], [-0.07, 0.07, 0.15], [0.24, -0.15, -0.10], [-0.14, 0.15, 0.22], [-0.03, -0.20, -0.18], [0.00, 0.15, 0.10], [0.06, -0.06, 0.15], [0.12, -0.11, -0.05], [-0.09, 0.12, -0.25], [0.02, 0.14, 0.36], [-0.41, 0.81, -0.39], [0.01, -0.10, -0.02], [0.03, -0.05, 0.09], [-0.01, -0.02, 0.10], [0.06, 0.07, 0.01], [-0.02, 0.09, 0.04], [0.09, -0.03, -0.01], [-0.02, -0.03, -0.09], [-0.03, -0.06, 0.04], [-0.19, 0.32, 0.10], [0.16, -0.10, 1.22], [0.11, -0.15, 0.08], [-0.01, -0.11, -0.08], [0.05, -0.03, -0.04], [-0.01, 0.02, -0.08], [-0.11, -0.07, 0.05], [0.01, 0.13, 0.02], [0.01, -0.01, 0.01], [-0.01, 0.00, 0.02], [-0.01, -0.02, 0.01], [0.03, 0.00, 0.02], [0.01, 0.02, 0.01], [0.01, 0.01, 0.02], [-0.01, -0.01, 0.00], [-0.04, 0.01, -0.01], [-0.01, 0.03, -0.02], [0.01, -0.02, 0.06], [-0.05, 0.05, -0.06], [-0.03, -0.03, -0.03], [-0.04, 0.01, -0.03], [0.01, 0.01, -0.01], [-0.01, 0.05, -0.02], [-0.01, 0.00, -0.04], [0.03, 0.00, -0.02], [0.00, 0.01, 0.01], [-0.02, -0.03, -0.03], [0.01, 0.01, 0.00], [-0.01, -0.02, -0.01], [-0.01, 0.02, 0.01], [-0.01, 0.01, -0.02], [-0.01, -0.01, 0.00], [0.02, 0.02, 0.03], [-0.01, -0.01, 0.04], [0.01, 0.01, 0.00], [0.01, 0.01, -0.01], [0.00, 0.01, -0.02], [0.00, 0.02, 0.00], [0.02, -0.01, -0.03], [-0.01, -0.01, 0.05], [0.04, -0.01, 0.03], [0.00, 0.00, 0.01], [0.02, -0.01, 0.00], [0.01, 0.01, -0.02], [0.03, 0.03, -0.02], [0.02, -0.02, 0.01], [-0.04, -0.03, -0.06], [-0.01, 0.00, 0.00], [-0.04, 0.09, 0.05], [0.03, -0.02, 0.01], [-0.08, -0.03, -0.11], [-0.19, -0.16, 0.12], [0.02, -0.11, 0.07], [0.00, 0.00, 0.28], [0.01, -0.02, -0.01], [0.00, -0.03, -0.02], [0.01, -0.01, -0.02], [-0.01, -0.06, 0.02], [-0.05, 0.07, -0.08], [0.01, -0.04, 0.13], [0.32, -0.34, -0.22], [0.00, -0.06, -0.04], [0.80, 0.27, 0.03], [-0.17, -0.02, -0.03], [2.26, -0.67, -0.16], [-0.07, 0.08, -0.09], [-0.09, -0.03, 0.09], [0.01, 0.05, 0.10], [-0.18, -0.15, 0.02], [0.06, 0.11, -0.02], [0.08, 0.00, -0.02], [-0.31, -0.01, -0.10], [-0.16, -0.25, -1.02], [0.08, 0.03, 0.06], [-0.01, 0.02, -0.04], [-0.01, -0.01, -0.03], [-0.02, 0.07, 0.03], [0.03, 0.01, -0.02], [-0.02, 0.07, -0.08], [-0.02, 0.00, 0.00], [-0.01, -0.01, -0.01], [0.01, -0.01, 0.03], [0.00, 0.11, -0.05], [0.02, 0.01, 0.03], [-0.01, -0.02, -0.02], [-0.03, 0.00, 0.02], [-0.04, -0.01, -0.02], [0.01, 0.00, 0.01], [0.01, 0.01, 0.01]],
  "mulliken_charge": [0.940, -1.687, 2.018, -1.694, -2.113, -1.051, -0.502, -1.399, 0.297, -1.056, -0.769, -1.043, -0.141, -0.548, 1.075, -0.499, 2.433, -2.341, -1.530, -1.246, 1.995, -1.722, -2.115, -1.679, 1.809, 0.060, -0.562, -0.002, 2.148, -2.271, -1.498, -1.529, 0.441, 0.353, 0.365, 0.482, 0.315, 0.356, 0.497, 0.367, 0.401, 1.456, 1.411, 0.507, 0.419, 0.457, 0.405, 0.277, 0.259, 0.477, 0.319, 0.415, 0.024, 0.361, 0.482, 0.336, 0.374, 0.392, 0.509, 0.362, 0.447, 0.353, 0.498, 0.399, 0.424, 0.451, 0.290, 0.484, 0.157, 0.338, 0.076, 0.489, -0.627, -0.476, 0.686, -0.772, -0.263, -0.457, 0.268, 0.270, 0.249, 0.238, 0.263, 0.307, -0.461, -0.364, 0.339, -0.709, -0.088, 0.280, 0.225, 0.282, -1.303, 0.232, -1.287, 0.262, 0.815, 0.058, -1.114, -1.153, 0.536, 0.554, 0.074, 0.402, 0.350, 0.415, -0.082, 0.315, 0.389, 0.314, 0.390, 0.308, 0.330]
}


No. 4
{
  "formula": "C4H6N2O",
  "method": "ωB97M-V with the def2-TZVPD basis set",
  "de_lowest_ev": 5.180,
  "energy_ha": -340.6046,
  "homo_energy_ev": -8.99,
  "multiplicity": 1,
  "total_charge": 0,
  "orbital_gap_ev": 9.8,
  "symbols": ["C", "C", "C", "C", "N", "N", "O", "H", "H", "H", "H", "H", "H"],
  "coordinates": [[-1.1687, 0.0111, -0.6806], [1.4925, 1.0830, 0.0984], [-2.0618, 0.0980, 0.5213], [1.6369, -1.4390, -0.3252], [-1.5218, 1.1899, -0.2755], [1.5611, -0.0436, -0.3141], [1.4585, 2.2456, 0.2274], [-3.0734, 0.0038, 0.6335], [-1.7421, 0.0816, 1.6368], [2.6679, -1.7866, -0.4227], [0.9086, -1.8380, 0.4647], [1.2302, -1.8140, -1.2612], [-1.3880, 2.2080, -0.3027]],
  "forces_ev_per_a": [[0.24, 0.37, -1.07], [0.66, -2.79, -1.94], [1.88, 1.91, 3.73], [-1.49, -1.13, 0.13], [-0.40, -0.53, 0.46], [0.31, 2.89, 0.97], [-0.32, 0.84, 0.78], [-2.78, -0.49, -1.07], [0.59, -0.35, -1.94], [-0.03, -0.07, 1.13], [1.74, 0.05, -0.77], [-0.47, 0.25, -0.20], [0.07, -0.95, -0.24]],
  "nbo_charge": [0.136, 0.847, -0.355, -0.424, -0.578, -0.508, -0.566, 0.184, 0.167, 0.216, 0.220, 0.223, 0.440]
}